Entry 1:
# C40H74BIN2O6

A 3-piece molecular cluster, C40H74BIN2O6 overall (ωB97M-V/def2-TZVPD, OMol25).

SMILES = C=CC[C@@](N)(O[C@@H](CCCCCCOC(C)=O)[C@H](CCC(=O)Nc1ccccc1)OC[C@H](I)CC)B(C)O.CCCCCC.CCCCCC
largest force on an atom = 2.599 eV/A
HOMO-LUMO gap = 7.0 eV
E_HOMO = -0.2696 hartree

Bonds (Å) are listed after each position.
Positions of all 124 atoms, in Å:
1 C 6.488 -1.964 -0.902  C2 1.399, H39 1.091, H40 1.100
2 C 5.185 -2.321 -1.266  C1 1.399, C3 1.513, H41 1.098
3 C 4.021 -1.356 -1.293  C2 1.513, C4 1.553, H42 1.095, H43 1.102
4 C 3.333 -1.410 0.099  C3 1.553, N5 1.486, O6 1.419, B36 1.638
5 N 4.407 -1.114 1.082  C4 1.486, H44 1.015, H45 1.012
6 O 2.325 -0.448 0.373  C4 1.419, C7 1.409
7 C 1.559 0.034 -0.707  O6 1.409, C8 1.534, C18 1.556, H46 1.105
8 C 0.705 -1.017 -1.427  C7 1.534, C9 1.535, H47 1.093, H48 1.104
9 C -0.476 -0.468 -2.238  C8 1.535, C10 1.557, H49 1.096, H50 1.094
10 C -0.944 -1.490 -3.316  C9 1.557, C11 1.533, H51 1.095, H52 1.095
11 C -2.438 -1.348 -3.629  C10 1.533, C12 1.534, H53 1.098, H54 1.094
12 C -3.361 -1.734 -2.467  C11 1.534, C13 1.538, H55 1.095, H56 1.097
13 C -3.145 -3.159 -1.930  C12 1.538, O14 1.450, H57 1.097, H58 1.098
14 O -2.761 -4.056 -3.002  C13 1.450, C15 1.371
15 C -1.917 -5.020 -2.515  O14 1.371, C16 1.531, O17 1.213
16 C -2.505 -6.177 -1.703  C15 1.531, H59 1.093, H60 1.090, H61 1.092
17 O -0.725 -5.002 -2.737  C15 1.213
18 C 0.713 1.184 -0.087  C7 1.556, C19 1.533, O30 1.423, H62 1.101
19 C -0.472 0.724 0.770  C18 1.533, C20 1.550, H63 1.090, H64 1.099
20 C -1.544 1.830 0.947  C19 1.550, C21 1.524, H65 1.099, H66 1.089
21 C -2.803 1.250 1.580  C20 1.524, O22 1.211, N23 1.448
22 O -3.256 1.723 2.599  C21 1.211
23 N -3.358 0.105 0.889  C21 1.448, C24 1.438, H67 1.015
24 C -4.794 0.136 0.819  N23 1.438, C25 1.375, C29 1.375
25 C -5.642 -0.205 1.846  C24 1.375, C26 1.373, H68 1.087
26 C -7.004 -0.178 1.680  C25 1.373, C27 1.371, H69 1.085
27 C -7.548 0.174 0.472  C26 1.371, C28 1.377, H70 1.085
28 C -6.710 0.535 -0.559  C27 1.377, C29 1.372, H71 1.085
29 C -5.351 0.507 -0.382  C24 1.375, C28 1.372, H72 1.086
30 O 0.370 2.175 -1.048  C18 1.423, C31 1.409
31 C 1.261 3.267 -1.047  O30 1.409, C32 1.577, H73 1.096, H74 1.100
32 C 1.142 4.074 -2.396  C31 1.577, I33 2.195, C34 1.560, H75 1.088
33 I -0.795 3.569 -3.297  C32 2.195
34 C 2.351 3.800 -3.343  C32 1.560, C35 1.538, H76 1.094, H77 1.094
35 C 2.021 3.253 -4.742  C34 1.538, H78 1.099, H79 1.092, H80 1.092
36 B 2.889 -2.954 0.415  C4 1.638, C37 1.586, O38 1.396
37 C 2.426 -3.996 -0.688  B36 1.586, H81 1.095, H82 1.096, H83 1.100
38 O 2.872 -3.424 1.729  B36 1.396, H84 0.968
39 H 7.235 -1.515 -1.557  C1 1.091
40 H 6.816 -2.219 0.116  C1 1.100
41 H 5.001 -3.365 -1.551  C2 1.098
42 H 3.387 -1.634 -2.141  C3 1.095
43 H 4.460 -0.357 -1.447  C3 1.102
44 H 3.964 -0.739 1.915  N5 1.015
45 H 4.899 -1.961 1.336  N5 1.012
46 H 2.141 0.557 -1.487  C7 1.105
47 H 1.271 -1.689 -2.078  C8 1.093
48 H 0.273 -1.659 -0.640  C8 1.104
49 H -1.347 -0.293 -1.596  C9 1.096
50 H -0.270 0.481 -2.744  C9 1.094
51 H -0.720 -2.483 -2.912  C10 1.095
52 H -0.352 -1.324 -4.223  C10 1.095
53 H -2.642 -0.307 -3.914  C11 1.098
54 H -2.679 -1.975 -4.492  C11 1.094
55 H -3.285 -1.037 -1.626  C12 1.095
56 H -4.406 -1.688 -2.801  C12 1.097
57 H -4.092 -3.507 -1.501  C13 1.097
58 H -2.351 -3.172 -1.172  C13 1.098
59 H -2.340 -7.094 -2.273  C16 1.093
60 H -1.964 -6.266 -0.760  C16 1.090
61 H -3.578 -6.025 -1.562  C16 1.092
62 H 1.418 1.664 0.609  C18 1.101
63 H -0.938 -0.213 0.463  C19 1.090
64 H -0.076 0.548 1.780  C19 1.099
65 H -1.836 2.153 -0.062  C20 1.099
66 H -1.164 2.670 1.527  C20 1.089
67 H -3.006 -0.748 1.312  N23 1.015
68 H -5.223 -0.505 2.803  C25 1.087
69 H -7.640 -0.471 2.510  C26 1.085
70 H -8.621 0.174 0.313  C27 1.085
71 H -7.136 0.817 -1.517  C28 1.085
72 H -4.735 0.786 -1.232  C29 1.086
73 H 2.298 2.923 -0.960  C31 1.096
74 H 0.994 3.961 -0.236  C31 1.100
75 H 1.036 5.128 -2.145  C32 1.088
76 H 2.885 4.742 -3.497  C34 1.094
77 H 2.988 3.045 -2.872  C34 1.094
78 H 2.960 3.122 -5.299  C35 1.099
79 H 1.429 3.950 -5.337  C35 1.092
80 H 1.551 2.268 -4.710  C35 1.092
81 H 2.402 -3.575 -1.698  C37 1.095
82 H 3.052 -4.894 -0.726  C37 1.096
83 H 1.396 -4.327 -0.488  C37 1.100
84 H 2.244 -2.866 2.210  O38 0.968
85 C 6.282 -3.130 3.979  C86 1.526, H91 1.091, H92 1.092, H93 1.093
86 C 7.314 -2.108 3.509  C85 1.526, C87 1.528, H94 1.094, H95 1.095
87 C 8.576 -2.744 2.927  C86 1.528, C88 1.529, H96 1.094, H97 1.095
88 C 9.380 -3.603 3.904  C87 1.529, C89 1.528, H98 1.095, H99 1.094
89 C 9.843 -2.884 5.170  C88 1.528, C90 1.526, H100 1.093, H101 1.094
90 C 10.788 -1.718 4.894  C89 1.526, H102 1.092, H103 1.091, H104 1.091
91 H 6.665 -3.746 4.794  C85 1.091
92 H 5.387 -2.623 4.342  C85 1.092
93 H 5.986 -3.790 3.159  C85 1.093
94 H 7.570 -1.439 4.335  C86 1.094
95 H 6.857 -1.481 2.737  C86 1.095
96 H 9.214 -1.952 2.525  C87 1.094
97 H 8.298 -3.365 2.069  C87 1.095
98 H 10.257 -3.995 3.378  C88 1.095
99 H 8.790 -4.477 4.192  C88 1.094
100 H 10.360 -3.607 5.807  C89 1.093
101 H 8.982 -2.530 5.744  C89 1.094
102 H 11.674 -2.054 4.351  C90 1.092
103 H 11.120 -1.267 5.831  C90 1.091
104 H 10.303 -0.935 4.308  C90 1.091
105 C -8.011 7.196 -0.827  C106 1.526, H111 1.091, H112 1.091, H113 1.092
106 C -7.281 5.888 -1.115  C105 1.526, C107 1.527, H114 1.093, H115 1.094
107 C -7.980 4.661 -0.532  C106 1.527, C108 1.529, H116 1.095, H117 1.095
108 C -8.100 4.645 0.993  C107 1.529, C109 1.528, H118 1.095, H119 1.094
109 C -6.775 4.745 1.747  C108 1.528, C110 1.525, H120 1.094, H121 1.094
110 C -5.835 3.578 1.467  C109 1.525, H122 1.092, H123 1.090, H124 1.092
111 H -8.059 7.405 0.243  C105 1.091
112 H -7.496 8.033 -1.302  C105 1.091
113 H -9.032 7.167 -1.217  C105 1.092
114 H -6.254 5.953 -0.746  C106 1.093
115 H -7.209 5.761 -2.199  C106 1.094
116 H -7.451 3.763 -0.865  C107 1.095
117 H -8.986 4.589 -0.958  C107 1.095
118 H -8.607 3.720 1.289  C108 1.095
119 H -8.753 5.461 1.316  C108 1.094
120 H -6.989 4.773 2.819  C109 1.094
121 H -6.272 5.688 1.513  C109 1.094
122 H -6.305 2.628 1.727  C110 1.092
123 H -4.923 3.672 2.058  C110 1.090
124 H -5.543 3.540 0.416  C110 1.092

Löwdin population analysis, charges in e, atoms 1 to 5: atom 1 (C): 0.022, atom 2 (C): -0.159, atom 3 (C): -0.139, atom 4 (C): -0.427, atom 5 (N): 0.112

---

Entry 2:
# C40H74Br2F3IN3O20

A 7-piece molecular cluster, C40H74Br2F3IN3O20 overall (ωB97M-V/def2-TZVPD, OMol25).

largest force on an atom = 6.191 eV/A
HOMO-LUMO gap = 8.1 eV
E_HOMO = -0.4206 hartree
net charge = +1

Bonds (Å) are listed after each position.
Positions of all 143 atoms, in Å:
1 C 2.525 5.308 2.241  C2 1.673, H34 1.170, H35 1.194, H36 1.172
2 C 1.729 3.870 1.928  C1 1.673, C3 1.633, H37 1.169, H38 1.194
3 C 0.121 4.039 2.155  C2 1.633, C4 1.674, H39 1.194, H40 1.170
4 C -0.743 4.304 0.746  C3 1.674, C5 1.669, C6 1.628, H41 1.177
5 C 0.253 5.077 -0.347  C4 1.669, H42 1.170, H43 1.194, H44 1.184
6 C -1.344 2.885 0.220  C4 1.628, N7 1.544, C29 1.639, H45 1.197
7 N -0.272 2.152 -0.615  C6 1.544, C8 1.545, H46 1.042
8 C -0.741 0.707 -0.892  N7 1.545, O9 1.501, C10 1.675, C14 1.633
9 O 0.007 0.181 -2.082  C8 1.501, H47 1.003
10 C -0.086 -0.144 0.395  C8 1.675, C11 1.673, H48 1.168, H49 1.194
11 C 1.492 -0.585 0.056  C10 1.673, C12 1.665, H50 1.194, H51 1.170
12 C 2.247 -0.901 1.506  C11 1.665, I13 2.189, H52 1.186, H53 1.192
13 I 2.301 -3.080 1.710  C12 2.189
14 C -2.363 0.561 -1.013  C8 1.633, C15 1.635, N24 1.546, H54 1.195
15 C -2.911 -0.759 -1.806  C14 1.635, C16 1.626, H55 1.194, H56 1.194
16 C -2.928 -2.158 -0.976  C15 1.626, C17 1.636, H57 1.181, H58 1.195
17 C -4.112 -2.333 0.138  C16 1.636, F18 1.513, Br19 2.041, C20 1.644
18 F -4.255 -3.825 0.342  C17 1.513
19 Br -3.590 -1.647 1.988  C17 2.041
20 C -5.603 -1.824 -0.332  C17 1.644, F21 1.509, F22 1.512, Br23 2.012
21 F -5.897 -2.093 -1.787  C20 1.509
22 F -6.579 -2.709 0.409  C20 1.512
23 Br -6.059 0.052 0.237  C20 2.012
24 N -3.083 1.837 -1.505  C14 1.546, C25 1.466, C29 1.508, H59 1.070
25 C -3.001 2.134 -2.938  N24 1.466, C26 1.777, H60 1.164, H61 1.176
26 C -1.577 3.117 -3.346  C25 1.777, C27 1.737, O28 1.565, H62 1.256
27 C -0.459 2.334 -4.420  C26 1.737, O28 1.646, H63 1.175, H64 1.191
28 O -1.471 3.561 -4.843  C26 1.565, C27 1.646
29 C -2.827 2.909 -0.475  C6 1.639, N24 1.508, C30 1.658, H65 1.201
30 C -3.399 4.414 -0.870  C29 1.658, C31 1.673, H66 1.194, H67 1.194
31 C -4.368 5.069 0.326  C30 1.673, C32 1.632, N33 1.396
32 C -4.162 4.873 1.933  C31 1.632, H68 1.192, H69 1.191, H70 1.173
33 N -5.461 5.839 -0.077  C31 1.396, H71 1.057
34 H 1.857 6.250 2.059  C1 1.170
35 H 2.851 5.272 3.389  C1 1.194
36 H 3.524 5.282 1.629  C1 1.172
37 H 2.055 3.375 0.921  C2 1.169
38 H 2.114 3.135 2.787  C2 1.194
39 H -0.020 5.021 2.820  C3 1.194
40 H -0.307 3.160 2.797  C3 1.170
41 H -1.538 5.117 1.052  C4 1.177
42 H 1.109 4.395 -0.757  C5 1.170
43 H 0.709 6.023 0.221  C5 1.194
44 H -0.383 5.535 -1.235  C5 1.184
45 H -1.420 2.195 1.195  C6 1.197
46 H 0.626 2.081 -0.091  N7 1.042
47 H -0.151 -0.805 -2.185  O9 1.003
48 H -0.751 -1.041 0.737  C10 1.168
49 H 0.015 0.565 1.350  C10 1.194
50 H 2.033 0.395 -0.358  C11 1.194
51 H 1.561 -1.468 -0.709  C11 1.170
52 H 1.603 -0.486 2.411  C12 1.186
53 H 3.324 -0.393 1.571  C12 1.192
54 H -2.756 0.446 0.110  C14 1.195
55 H -3.982 -0.462 -2.242  C15 1.194
56 H -2.243 -0.944 -2.778  C15 1.194
57 H -1.913 -2.448 -0.445  C16 1.181
58 H -3.105 -3.024 -1.779  C16 1.195
59 H -4.106 1.560 -1.354  N24 1.070
60 H -2.848 1.263 -3.694  C25 1.164
61 H -3.905 2.779 -3.324  C25 1.176
62 H -1.098 3.854 -2.449  C26 1.256
63 H -0.983 1.602 -5.175  C27 1.175
64 H 0.437 3.005 -4.829  C27 1.191
65 H -3.558 2.616 0.431  C29 1.201
66 H -4.123 4.396 -1.820  C30 1.194
67 H -2.532 5.169 -1.192  C30 1.194
68 H -5.156 4.413 2.402  C32 1.192
69 H -3.932 5.952 2.381  C32 1.191
70 H -3.218 4.220 2.174  C32 1.173
71 H -5.500 5.887 -1.133  N33 1.057
72 C 5.820 2.748 6.110  O73 1.426, H78 1.094, H79 1.095, H80 1.095
73 O 7.079 3.277 5.698  C72 1.426, C74 1.357
74 C 7.014 4.095 4.617  O73 1.357, O75 1.221, O76 1.357
75 O 6.002 4.394 4.004  C74 1.221
76 O 8.271 4.523 4.337  C74 1.357, C77 1.426
77 C 8.357 5.398 3.215  O76 1.426, H81 1.095, H82 1.095, H83 1.094
78 H 5.991 2.109 6.980  C72 1.094
79 H 5.140 3.554 6.402  C72 1.095
80 H 5.380 2.137 5.315  C72 1.095
81 H 7.778 6.310 3.392  C77 1.095
82 H 8.018 4.893 2.305  C77 1.095
83 H 9.406 5.677 3.083  C77 1.094
84 C -0.157 -3.336 -8.504  O85 1.426, H90 1.094, H91 1.095, H92 1.095
85 O 0.388 -2.194 -7.847  C84 1.426, C86 1.357
86 C -0.185 -1.017 -8.205  O85 1.357, O87 1.221, O88 1.357
87 O -1.091 -0.877 -9.011  C86 1.221
88 O 0.424 -0.024 -7.509  C86 1.357, C89 1.426
89 C -0.080 1.281 -7.786  O88 1.426, H93 1.095, H94 1.095, H95 1.094
90 H 0.375 -4.220 -8.143  C84 1.094
91 H -1.219 -3.451 -8.263  C84 1.095
92 H -0.011 -3.265 -9.587  C84 1.095
93 H -1.139 1.351 -7.516  C89 1.095
94 H 0.069 1.537 -8.840  C89 1.095
95 H 0.479 1.996 -7.176  C89 1.094
96 C -2.544 -5.895 0.184  O97 1.426, H102 1.094, H103 1.095, H104 1.095
97 O -2.425 -7.230 0.670  C96 1.426, C98 1.357
98 C -1.373 -7.429 1.504  O97 1.357, O99 1.221, O100 1.357
99 O -0.562 -6.584 1.850  C98 1.221
100 O -1.380 -8.731 1.887  C98 1.357, C101 1.426
101 C -0.322 -9.087 2.774  O100 1.426, H105 1.095, H106 1.095, H107 1.094
102 H -3.417 -5.851 -0.473  C96 1.094
103 H -2.700 -5.195 1.011  C96 1.095
104 H -1.660 -5.616 -0.399  C96 1.095
105 H -0.389 -8.515 3.706  C101 1.095
106 H 0.651 -8.936 2.295  C101 1.095
107 H -0.425 -10.149 3.015  C101 1.094
108 C 13.263 5.972 8.889  O109 1.426, H114 1.094, H115 1.095, H116 1.095
109 O 12.130 6.419 8.148  C108 1.426, C110 1.357
110 C 11.222 5.449 7.874  O109 1.357, O111 1.221, O112 1.357
111 O 11.305 4.276 8.204  C110 1.221
112 O 10.205 6.009 7.171  C110 1.357, C113 1.426
113 C 9.169 5.098 6.811  O112 1.426, H117 1.095, H118 1.095, H119 1.094
114 H 13.921 6.829 9.051  C108 1.094
115 H 12.956 5.584 9.866  C108 1.095
116 H 13.817 5.213 8.327  C108 1.095
117 H 8.698 4.675 7.705  C113 1.095
118 H 9.559 4.304 6.166  C113 1.095
119 H 8.410 5.653 6.253  C113 1.094
120 C -4.044 -5.699 -10.579  O121 1.426, H126 1.094, H127 1.095, H128 1.095
121 O -3.925 -7.035 -10.093  C120 1.426, C122 1.357
122 C -2.873 -7.233 -9.258  O121 1.357, O123 1.221, O124 1.357
123 O -2.062 -6.388 -8.912  C122 1.221
124 O -2.880 -8.535 -8.875  C122 1.357, C125 1.426
125 C -1.822 -8.891 -7.988  O124 1.426, H129 1.095, H130 1.095, H131 1.094
126 H -4.917 -5.655 -11.236  C120 1.094
127 H -4.200 -4.999 -9.752  C120 1.095
128 H -3.160 -5.420 -11.162  C120 1.095
129 H -1.889 -8.320 -7.057  C125 1.095
130 H -0.849 -8.740 -8.467  C125 1.095
131 H -1.925 -9.953 -7.748  C125 1.094
132 C -5.884 -4.909 2.662  O133 1.426, H138 1.094, H139 1.095, H140 1.095
133 O -5.511 -5.836 3.680  C132 1.426, C134 1.357
134 C -5.279 -5.271 4.892  O133 1.357, O135 1.221, O136 1.357
135 O -5.365 -4.082 5.157  C134 1.221
136 O -4.937 -6.258 5.757  C134 1.357, C137 1.426
137 C -4.662 -5.807 7.082  O136 1.426, H141 1.095, H142 1.095, H143 1.094
138 H -6.044 -5.469 1.737  C132 1.094
139 H -6.819 -4.403 2.924  C132 1.095
140 H -5.084 -4.182 2.490  C132 1.095
141 H -5.548 -5.337 7.521  C137 1.095
142 H -3.814 -5.115 7.087  C137 1.095
143 H -4.399 -6.678 7.688  C137 1.094

Löwdin population analysis, charges in e, atoms 1 to 5: atom 1 (C): -0.127, atom 2 (C): -0.258, atom 3 (C): -0.176, atom 4 (C): -0.262, atom 5 (C): -0.080